1.
11
Properties=species:S:1:pos:R:3:mulliken_charge:R:1 method="wB97M-V/def2-TZVPD" e_homo_ev=-8.79 e_above_lowest_kcal_mol=76.8 total_energy_ha=-968.32265 homo_lumo_gap_ev=8.1279 charge=0
C -1.03566 1.24122 -0.62159 -0.78
C 0.02953 0.76721 0.38069 0.09
C -0.13444 -0.64704 0.91223 0.01
H -0.65084 2.17973 -0.93299 0.32
H -0.89027 0.58144 -1.59895 0.22
H -2.11762 1.24004 -0.33336 0.29
H -0.96682 -0.85210 1.71991 0.32
H 2.61877 -2.89455 -0.25846 0.17
N 0.38738 -1.68831 0.44790 -0.28
S 1.19384 1.72628 1.01677 -0.19
S 1.56613 -1.65393 -0.73214 -0.17

2.
11
Properties=species:S:1:pos:R:3:mulliken_charge:R:1 method="wB97M-V/def2-TZVPD" e_homo_ev=-8.53 e_above_lowest_kcal_mol=65.8 total_energy_ha=-968.34015 homo_lumo_gap_ev=8.6734 charge=0
C -1.99535 -0.66364 0.29060 0.01
C -0.29380 0.88712 0.13293 -0.60
C 0.76334 -0.19157 -0.36732 0.03
N -1.63523 0.46056 0.43139 -0.30
S -0.04394 -1.81930 -0.48019 -0.26
S 2.23911 -0.00775 0.69042 -0.27
H -2.93815 -1.21919 0.47638 0.34
H 0.12173 1.21225 1.06161 0.32
H -0.63475 1.67819 -0.61268 0.26
H 1.09284 0.00394 -1.47617 0.32
H 3.32421 -0.34059 -0.14697 0.15

3.
11
Properties=species:S:1:pos:R:3:mulliken_charge:R:1 method="wB97M-V/def2-TZVPD" e_homo_ev=-9.38 e_above_lowest_kcal_mol=36.3 total_energy_ha=-859.64563 homo_lumo_gap_ev=9.6514 charge=0
C 1.54176 0.90587 -0.21697 -0.28
C 2.64624 -1.19324 0.04797 -0.11
C 0.69658 -0.14673 0.01918 0.19
N 1.39859 -1.34318 0.08667 -0.51
Si -1.15009 -0.22473 0.01092 0.22
S 3.15707 0.44990 -0.00255 -0.12
H 1.12378 1.87368 -0.12302 0.42
H 3.25602 -2.03254 0.25284 0.45
H -2.27106 1.20790 1.01777 -0.08
H -1.69568 -1.46374 0.61969 -0.07
H -1.73778 0.13941 -1.17583 -0.10

4.
11
Properties=species:S:1:pos:R:3:mulliken_charge:R:1 method="wB97M-V/def2-TZVPD" e_homo_ev=-4.07 e_above_lowest_kcal_mol=2.6 total_energy_ha=-666.04162 smiles="O=C([O-])CCS" homo_lumo_gap_ev=7.3029 charge=-1
O -1.32661 -1.55380 -0.48280 -0.71
C -1.48621 -0.35281 -0.74519 0.45
O -2.43705 0.19852 -1.33167 -0.74
C -0.42235 0.60719 -0.08935 -0.34
C 0.98118 0.09928 -0.24355 -0.58
S 2.13632 0.48839 1.15949 -0.30
H -0.68473 0.59976 0.97028 0.20
H -0.55408 1.61953 -0.46666 0.27
H 1.46727 0.52316 -1.12402 0.32
H 0.99762 -0.98465 -0.32920 0.33
H 1.95476 -0.64003 1.82482 0.10

What is the charge in the fourth record?
-1

Copy entry 4 word for word.
11
Properties=species:S:1:pos:R:3:mulliken_charge:R:1 method="wB97M-V/def2-TZVPD" e_homo_ev=-4.07 e_above_lowest_kcal_mol=2.6 total_energy_ha=-666.04162 smiles="O=C([O-])CCS" homo_lumo_gap_ev=7.3029 charge=-1
O -1.32661 -1.55380 -0.48280 -0.71
C -1.48621 -0.35281 -0.74519 0.45
O -2.43705 0.19852 -1.33167 -0.74
C -0.42235 0.60719 -0.08935 -0.34
C 0.98118 0.09928 -0.24355 -0.58
S 2.13632 0.48839 1.15949 -0.30
H -0.68473 0.59976 0.97028 0.20
H -0.55408 1.61953 -0.46666 0.27
H 1.46727 0.52316 -1.12402 0.32
H 0.99762 -0.98465 -0.32920 0.33
H 1.95476 -0.64003 1.82482 0.10

Which value of charge does entry 3 give?
0